DFT (ωB97M-V with the def2-TZVPD basis set) results for 8 unconnected molecules or ions with the total composition C12H42N2O10 at a distorted geometry.

Total energy ... -36577.024 eV
Energy above the lowest of the compared OMol25 structures with the same formula, charge and spin ... 188.7 kJ/mol
Strongest force on any atom ... 2.2 eV Å⁻¹
SMILES ... COCCNCCOC.COCCNCCOC.O.O.O.O.O.O
LUMO energy ... -0.022 eV

Structure (ORCA input):
```
! RIJCOSX wB97M-V def2-TZVPD def2/J DEFGRID3
* xyz 0 1
C -1.6722 0.3253 6.9041
O -1.6856 0.0783 5.5200
C -1.7991 -1.3423 5.2575
C -1.7417 -1.5291 3.7469
N -0.5986 -0.8059 3.2150
C -0.4369 -0.8305 1.7959
C 0.7411 -0.0193 1.2863
O 0.7133 1.2791 1.7892
C 1.6243 2.1185 1.0861
H -1.1647 -0.4765 7.4478
H -2.6776 0.4699 7.3177
H -1.1560 1.2678 7.0952
H -2.7356 -1.6451 5.7358
H -0.9764 -1.7742 5.8331
H -2.6220 -1.1208 3.2350
H -1.6597 -2.5843 3.4817
H -0.4102 0.0834 3.6483
H -1.3146 -0.4844 1.2198
H -0.3007 -1.8655 1.4587
H 0.6472 0.0181 0.1855
H 1.6712 -0.6017 1.3724
H 1.2847 2.2549 0.0630
H 2.6243 1.6644 1.0805
H 1.9016 2.9108 1.7809
C -2.3592 3.1915 -4.0876
O -2.3732 2.1414 -3.1790
C -1.3417 1.2019 -3.4219
C -0.8985 0.3278 -2.2487
N -1.6308 -0.9178 -2.0631
C -3.0302 -0.7093 -1.6953
C -3.6136 -2.0766 -1.2747
O -2.8464 -2.7040 -0.2781
C -2.2295 -3.9171 -0.7244
H -3.0390 3.9834 -3.7733
H -2.4508 2.9131 -5.1426
H -1.4091 3.7584 -4.0644
H -0.4865 1.7298 -3.8564
H -1.6577 0.5231 -4.2290
H -0.9746 0.8751 -1.3003
H 0.1412 0.1284 -2.4977
H -1.1308 -1.6047 -1.5229
H -3.4883 -0.4119 -2.6387
H -3.1271 0.0143 -0.8798
H -3.7758 -2.6724 -2.1787
H -4.6396 -1.8996 -0.9342
H -1.5747 -3.7806 -1.5899
H -3.0550 -4.6079 -0.8944
H -1.5534 -4.2124 0.0776
O 1.6381 3.0188 -2.4611
H 2.3442 3.4021 -2.9974
H 1.4687 3.6754 -1.7727
O 1.6800 -1.6679 -2.5931
H 2.2003 -2.4703 -2.7246
H 0.7926 -1.8956 -2.9022
O 5.5783 -1.7958 -1.7536
H 5.9622 -1.1450 -2.3506
H 4.6724 -1.4910 -1.6156
O 4.7304 3.4618 -0.2732
H 4.4853 3.2550 -1.1809
H 5.6431 3.1632 -0.1944
O 4.6166 -0.3037 0.9401
H 5.4660 -0.3999 0.4941
H 4.1803 0.4222 0.4740
O 3.2759 0.6687 -1.8713
H 2.8182 1.4844 -2.1309
H 2.7355 -0.0468 -2.2457
*
```